(1)
Molecular formula: C11H27I2OP2Sc
Method: DFT, ωB97M-V/def2-TZVPD

Structure (XYZ):
```
44
C11H27I2OP2Sc, DFT ωB97M-V/def2-TZVPD
I 2.339 1.521 0.599
I 1.186 -0.252 -3.043
Sc 0.293 -0.262 -0.282
P 1.627 -2.422 0.625
P -1.491 2.599 -0.922
O -1.557 -1.235 2.565
C -0.991 -0.943 1.595
C 3.303 -2.112 1.319
C -2.896 3.528 -0.229
C -1.806 2.777 -2.700
C -1.352 0.948 -0.575
C -0.126 3.768 -0.691
C -4.389 -1.280 0.172
C -5.211 -0.790 -1.039
C 1.944 -3.600 -0.751
C 0.880 -3.454 1.938
C -5.154 -1.455 1.473
H -3.924 -2.223 -0.157
H -2.969 4.483 -0.756
H 0.790 -2.853 2.855
H -5.586 -0.496 1.795
H -0.429 4.728 -1.144
H -5.652 0.203 -0.909
H -2.723 2.239 -2.933
H -3.571 -0.557 0.312
H 1.507 -4.336 2.143
H 2.287 -3.032 -1.633
H -4.624 -0.737 -1.970
H -0.125 -3.778 1.624
H -5.974 -2.173 1.390
H -0.968 2.303 -3.229
H -6.048 -1.466 -1.239
H 3.190 -1.669 2.318
H -2.136 0.314 -1.063
H -3.833 2.999 -0.414
H -4.469 -1.812 2.245
H 3.860 -3.059 1.412
H 0.777 3.405 -1.195
H -1.952 3.841 -2.883
H 1.007 -4.126 -1.003
H 2.713 -4.310 -0.409
H 3.836 -1.411 0.659
H -2.838 3.727 0.849
H 0.120 3.949 0.362
```

## Properties
Energy, a.u.: -2548.80896
Max |F|, eV Å⁻¹: 5.58
Charge: +2

(2)
Molecular formula: C7H10N2O2S
Method: DFT, ωB97M-V/def2-TZVPD

Structure (XYZ):
```
22
C7H10N2O2S, DFT ωB97M-V/def2-TZVPD
S 1.381 -1.907 0.711
O 0.294 -1.269 1.759
O 2.459 -0.614 1.058
N 1.001 -1.951 -0.746
N 2.118 -2.976 1.450
C 0.330 2.092 -1.176
C -1.987 0.489 -0.653
C 0.202 1.338 -0.046
C -0.841 0.420 0.114
C -1.895 1.267 -1.812
C -0.855 -0.467 1.533
C -0.749 2.044 -2.019
H 2.921 -0.818 1.885
H 0.701 -1.045 -1.131
H -2.934 -0.017 -0.418
H -0.698 0.301 2.252
H -0.804 2.829 -2.772
H -2.822 1.303 -2.448
H 1.194 2.761 -1.318
H 1.632 -3.864 1.507
H -1.673 -1.174 1.533
H 1.029 1.256 0.739
```

## Properties
Energy, a.u.: -930.77021
Structure (SMILES): N=S(=N)(O)OCc1ccccc1
Max |F|, eV Å⁻¹: 4.22
Energy relative to the best compared isomer or geometry (same formula, charge and spin), kcal per mole: 105.9

(3)
Molecular formula: C16H47Hg2O8
Method: DFT, ωB97M-V/def2-TZVPD

Structure (XYZ):
```
73
C16H47Hg2O8, DFT ωB97M-V/def2-TZVPD
Hg -1.672 -6.116 -3.276
Hg 2.353 -6.386 -2.899
O 2.815 -4.469 -1.899
O 0.471 2.260 -6.676
O 1.600 -2.183 -9.133
O 3.725 -3.112 -7.157
O 0.438 -5.392 -3.831
O -2.781 -5.613 -5.333
O -2.284 -4.026 -2.340
O 0.787 -7.279 -6.515
C 1.760 -5.738 -8.087
C -2.826 -1.816 -3.291
C -0.703 -2.554 -8.616
C -3.347 -4.463 -6.054
C 3.742 -0.749 -6.780
C 4.560 -2.042 -6.691
C 1.048 -2.974 -4.224
C 4.297 -3.463 -0.181
C 3.978 -3.581 -1.639
C -3.358 -3.062 -2.605
C 0.459 -1.578 -8.516
C 1.917 2.027 -4.776
C -4.860 -4.518 -6.009
C 0.484 2.002 -5.304
C 0.521 -6.508 -7.715
C 0.448 -4.272 -4.744
H 2.577 1.479 -5.450
H 0.695 -6.642 -5.800
H 1.598 -4.964 -8.839
H -0.078 2.700 -4.673
H 0.572 -2.709 -3.273
H 2.076 1.563 -3.798
H -0.275 -5.769 -7.555
H -2.019 -1.310 -2.766
H -4.019 -3.658 -3.240
H 4.190 -3.946 -7.044
H 0.225 -0.646 -9.036
H -1.759 -3.749 -1.577
H 0.212 -7.233 -8.463
H 4.217 0.109 -6.308
H 3.480 -0.537 -7.815
H 0.881 -2.114 -4.871
H -2.772 -6.331 -5.989
H 0.910 -4.528 -5.701
H -2.927 -3.612 -5.518
H 4.809 -4.017 -2.193
H -5.292 -3.525 -6.132
H 5.132 -2.762 -0.079
H 4.709 -4.435 0.094
H -0.986 -2.833 -9.630
H 2.083 -4.002 -1.464
H 0.651 -1.337 -7.467
H 3.787 -2.625 -2.136
H 0.035 1.010 -5.117
H 3.567 -3.028 0.500
H 5.391 -1.875 -7.378
H 2.530 -6.415 -8.464
H -3.716 -1.203 -3.441
H 2.123 -3.065 -4.065
H -0.418 -3.516 -8.179
H -0.617 -4.148 -4.968
H 2.287 -2.197 -8.451
H 4.859 -2.267 -5.665
H -3.003 -4.331 -7.082
H -5.228 -5.217 -6.761
H -0.405 2.555 -6.949
H 2.246 -5.258 -7.231
H -5.298 -4.906 -5.085
H 2.840 -0.898 -6.177
H 2.331 3.025 -4.636
H -1.563 -2.181 -8.050
H -3.957 -2.927 -1.703
H -2.437 -2.091 -4.271
```

## Properties
Energy, a.u.: -1545.23037
Max |F|, eV Å⁻¹: 2.20
Charge: +3
Energy relative to the best compared isomer or geometry (same formula, charge and spin), kcal per mole: 0.0

(4)
Molecular formula: C3H7BrN
Method: DFT, ωB97M-V/def2-TZVPD

Structure (XYZ):
```
12
C3H7BrN, DFT ωB97M-V/def2-TZVPD
Br -0.412 2.668 0.901
N -1.956 -0.103 0.035
C 0.511 1.019 0.854
C 1.345 0.015 0.082
C 1.025 0.105 1.655
H -1.010 -0.380 -0.244
H 2.347 0.250 -0.420
H -1.918 0.959 0.049
H -2.291 -0.661 0.820
H -2.629 -0.231 -0.683
H 1.299 -0.065 2.634
H 0.988 -0.832 -0.439
```

## Properties
Energy, a.u.: -2746.89869
Max |F|, eV Å⁻¹: 4.89
Charge: +1
Energy relative to the best compared isomer or geometry (same formula, charge and spin), kcal per mole: 45.7

(5)
Molecular formula: C5H37NO12
Method: DFT, ωB97M-V/def2-TZVPD

Structure (XYZ):
```
55
C5H37NO12, DFT ωB97M-V/def2-TZVPD
O -0.284 -1.278 -3.864
O -2.536 -0.439 4.206
O -3.363 -1.656 -3.499
O 1.796 -1.648 1.674
O 2.888 0.837 2.463
O -3.258 -0.693 0.293
O 4.059 -0.676 -0.431
O 1.309 -1.342 -1.229
O -1.426 -1.765 2.143
O 1.613 -1.671 4.363
O 0.717 -3.819 0.431
O 1.973 3.491 1.383
N -0.924 1.487 -2.523
C -1.085 2.084 -3.822
C 1.190 2.105 -1.536
C -2.345 2.702 -0.109
C -0.283 2.258 -1.416
C -0.981 1.938 -0.103
H -3.499 -0.834 -3.011
H 1.618 1.093 -1.430
H -0.414 0.629 -2.594
H 1.686 3.863 0.554
H 4.206 -0.916 -1.365
H -0.444 2.190 0.838
H -0.086 2.325 -4.262
H 1.569 2.562 -2.440
H -2.217 3.642 0.518
H 3.104 1.786 2.490
H -3.385 0.232 0.522
H 3.694 0.462 2.842
H 2.537 -1.050 1.488
H -2.408 -1.536 -3.651
H -3.151 2.141 0.408
H -1.645 3.005 -3.970
H -2.362 -0.828 3.331
H -0.482 3.342 -1.658
H 1.748 -1.890 3.412
H 1.328 3.371 2.082
H 0.062 -4.524 0.412
H -1.820 -1.314 1.371
H -1.474 -2.717 2.050
H 0.978 -2.038 -0.618
H 0.465 -1.760 -4.228
H -1.451 1.512 -4.661
H -1.213 0.865 0.119
H 0.745 -3.579 1.364
H -1.720 -0.607 4.694
H 1.833 -0.734 4.378
H 4.480 -1.397 0.059
H 1.883 -0.830 -0.645
H -2.614 2.850 -1.168
H 1.033 -1.055 1.600
H -0.007 -1.157 -2.952
H 1.663 2.665 -0.718
H -4.069 -1.166 0.515
```

## Properties
Energy, a.u.: -1170.28226
Max |F|, eV Å⁻¹: 2.92
Energy relative to the best compared isomer or geometry (same formula, charge and spin), kcal per mole: 42.7

(6)
Molecular formula: C3H2FNOS
Method: DFT, ωB97M-V/def2-TZVPD

Structure (XYZ):
```
9
C3H2FNOS, DFT ωB97M-V/def2-TZVPD
S -2.564 -0.559 0.367
F 1.988 0.209 0.372
O -0.836 -2.066 -1.116
N 0.047 1.038 -0.213
C 1.326 1.194 -0.177
C -1.168 -1.299 -0.312
C -0.596 -0.069 0.356
H 1.906 2.032 -0.539
H -0.105 -0.479 1.262
```

## Properties
Energy, a.u.: -743.48365
Structure (SMILES): O=C1S[C@@H]1/N=C\F
Max |F|, eV Å⁻¹: 4.59
Energy relative to the best compared isomer or geometry (same formula, charge and spin), kcal per mole: 34.9

(7)
Molecular formula: C5H13N2O
Method: DFT, ωB97M-V/def2-TZVPD

Structure (XYZ):
```
21
C5H13N2O, DFT ωB97M-V/def2-TZVPD
O -2.580 -2.404 0.563
N 1.564 2.540 0.907
N -1.258 -1.150 -1.535
C -0.926 -0.777 -0.165
C 0.681 2.037 -0.152
C 1.191 0.680 -0.695
C 0.566 -0.528 -0.016
C -1.390 -1.888 0.842
H 0.690 2.750 -0.975
H 1.021 3.001 1.629
H 0.744 -0.485 1.068
H 1.082 -1.445 -0.307
H 1.984 1.739 1.374
H -0.535 -2.638 0.822
H -1.475 0.128 0.103
H -1.291 -1.376 1.843
H -0.815 -2.054 -1.690
H -0.356 1.915 0.157
H 1.089 0.659 -1.777
H -2.249 -1.380 -1.515
H 2.263 0.677 -0.480
```

## Properties
Energy, a.u.: -383.04608
Structure (SMILES): NCCC[C@@H](N)C[O-]
Max |F|, eV Å⁻¹: 0.89
Charge: -1
Energy relative to the best compared isomer or geometry (same formula, charge and spin), kcal per mole: 11.2

(8)
Molecular formula: C5H18IN6O5
Method: DFT, ωB97M-V/def2-TZVPD

Structure (XYZ):
```
35
C5H18IN6O5, DFT ωB97M-V/def2-TZVPD
I -0.006 1.187 -0.549
O 3.662 -4.785 2.754
O 2.541 -2.081 3.541
O -5.753 4.272 -2.060
O 0.768 4.762 6.366
O 1.546 -3.051 -5.391
N -5.228 2.290 -2.980
N 0.375 -3.129 -7.309
N 1.843 2.885 5.593
N 0.097 -1.416 -5.918
N -7.222 3.083 -3.129
N 0.412 3.825 4.432
C 4.148 -3.937 3.801
C 0.769 -2.576 -6.197
C -6.032 3.279 -2.687
C 3.891 -2.470 3.444
C 1.035 3.940 5.523
H 2.243 -1.647 2.738
H -4.381 2.312 -2.430
H 0.202 -0.870 -5.076
H 4.495 -1.924 4.169
H 5.216 -4.155 3.769
H -0.392 4.418 4.284
H -5.572 1.519 -3.534
H 0.601 3.065 3.794
H 0.863 -3.907 -7.728
H -7.981 3.691 -2.858
H -0.556 -1.007 -6.572
H -0.382 -2.696 -7.819
H 1.829 2.120 4.934
H -7.325 2.148 -3.499
H 2.180 2.777 6.539
H 4.243 -2.210 2.446
H 4.142 -5.614 2.817
H 3.731 -4.101 4.794
```

## Properties
Energy, a.u.: -1203.86288
Max |F|, eV Å⁻¹: 7.47
Charge: -1
Energy relative to the best compared isomer or geometry (same formula, charge and spin), kcal per mole: 60.5

(9)
Molecular formula: C57H45BF9O22PS2Si
Method: DFT, ωB97M-V/def2-TZVPD

Structure (XYZ):
```
138
C57H45BF9O22PS2Si, DFT ωB97M-V/def2-TZVPD
S -3.336 1.634 0.007
S -0.923 5.274 3.031
P -2.343 4.406 2.009
Si -1.864 2.262 1.561
F -8.067 -2.201 1.549
F -5.828 -2.167 -0.335
F -6.129 -1.973 2.329
F -3.991 -0.536 1.237
F -6.649 1.215 -0.166
F -7.468 -0.270 2.147
F -5.127 1.254 1.804
F -7.674 -1.125 -0.617
F -5.377 0.093 -1.432
O 6.489 5.977 5.557
O 5.052 3.451 7.916
O -0.627 -1.302 -1.028
O 3.494 1.219 3.367
O 3.298 -0.500 -6.145
O -4.773 6.024 -2.161
O 3.174 0.536 1.146
O -2.666 0.970 -1.082
O -1.829 -7.572 -2.831
O -2.293 2.728 5.178
O -1.959 -12.864 -2.636
O 8.046 8.211 10.101
O -0.689 -3.784 -5.705
O -9.686 4.436 -3.350
O -3.937 2.863 -0.478
O 5.247 4.405 -2.601
O -3.727 -7.685 0.795
O 3.841 -0.703 -2.749
O 2.771 -1.606 1.593
O -1.237 -3.010 0.762
O -0.071 2.003 4.695
O 5.455 -3.008 -10.282
C -3.887 -5.350 1.050
C 5.042 2.618 4.465
C -1.976 1.216 3.123
C 6.846 6.490 6.601
C 3.792 -1.075 -7.095
C 4.436 1.226 -3.962
C 2.361 -0.528 1.509
C -1.806 -4.081 0.773
C -0.115 2.074 0.917
C -5.811 0.181 -0.175
C 3.857 1.734 4.412
C -1.859 -8.786 -2.788
C -0.643 -1.872 -2.100
C 8.424 7.937 7.794
C 2.977 -1.457 -8.272
C 0.594 -2.745 -4.027
C 7.688 7.700 9.061
C 4.788 2.510 -3.923
C -4.644 0.532 0.790
C -5.898 5.658 -2.432
C -0.675 -3.215 -4.633
C 5.234 -1.422 -7.117
C 4.301 1.190 -1.428
C 5.776 -2.051 -8.157
C 0.610 -2.123 -2.851
C -8.100 6.175 -3.384
C -2.506 -10.827 -1.591
C -1.929 -11.653 -2.680
C -1.075 -5.343 0.512
C 4.924 3.234 -2.635
C -6.867 6.574 -3.084
C -3.155 -6.612 0.789
C 5.432 3.179 5.608
C 0.279 0.618 0.522
C 4.961 -2.433 -9.336
C -8.560 4.799 -3.078
C 8.034 7.375 6.653
C -6.358 4.282 -2.126
C -1.314 -10.939 -3.827
C 4.695 2.940 6.873
C -3.262 -4.176 1.043
C 3.122 1.495 5.677
C -1.913 -2.340 -2.703
C -2.473 -9.497 -1.643
C -1.700 -6.517 0.519
C 6.501 6.814 9.006
C -7.592 3.884 -2.426
C 3.507 2.054 6.819
C -1.928 -2.963 -3.879
C -6.559 -1.161 0.123
C -1.282 -9.610 -3.878
C 4.166 0.469 -2.716
C 4.652 2.474 -1.391
C 6.110 6.252 7.864
C 0.902 -0.189 1.722
C 3.519 -2.085 -9.312
C -7.033 -1.364 1.595
B -1.416 1.996 4.386
H -2.022 3.664 5.159
H -2.816 -2.146 -2.137
H 0.024 2.731 0.042
H -3.779 -3.244 1.232
H -2.520 5.035 0.752
H -0.538 -0.006 0.116
H -1.182 -7.448 0.329
H -5.639 3.627 -1.649
H 2.981 1.892 7.751
H -1.392 0.289 2.995
H -7.946 2.884 -2.211
H -0.898 -11.558 -4.611
H 3.511 0.921 1.981
H 2.260 0.845 5.612
H 5.567 2.781 3.532
H -4.949 -5.441 1.244
H 0.352 -1.135 1.818
H 1.498 -2.936 -4.591
H 0.721 0.387 2.642
H 6.826 -2.312 -8.192
H 0.250 1.168 4.319
H 5.812 -1.137 -6.247
H -6.513 7.575 -3.299
H -2.845 -3.313 -4.337
H -3.015 0.916 3.333
H 5.976 6.652 9.939
H 4.330 0.680 -4.891
H 2.941 -2.371 -10.181
H 1.528 -1.773 -2.394
H 4.755 3.019 -0.461
H 4.098 0.618 -0.532
H -8.820 6.829 -3.860
H 9.287 8.587 7.854
H 0.606 2.404 1.685
H 6.292 3.826 5.667
H 1.927 -1.196 -8.236
H 4.990 3.082 -4.820
H -0.839 -9.072 -4.706
H -3.614 4.399 2.646
H -0.013 -5.253 0.317
H -2.949 -11.363 -0.762
H -2.889 -8.877 -0.858
H 5.251 5.605 7.805
H 8.558 7.536 5.720
H 1.047 0.704 -0.261
```

## Properties
Energy, a.u.: -6205.01392
Structure (SMILES): O=C(O)CCC[Si@@](CB(O)O)([PH2]=S)S(=O)(=O)C(F)(F)C(F)(F)C(F)(F)C(F)(F)F.O=C1C=CC(=O)C=C1.O=C1C=CC(=O)C=C1.O=C1C=CC(=O)C=C1.O=C1C=CC(=O)C=C1.O=C1C=CC(=O)C=C1.O=C1C=CC(=O)C=C1.O=C1C=CC(=O)C=C1.O=C1C=CC(=O)C=C1
Max |F|, eV Å⁻¹: 3.91

(10)
Molecular formula: C29H32F6MnN5OS
Method: DFT, ωB97M-V/def2-TZVPD

Structure (XYZ):
```
75
C29H32F6MnN5OS, DFT ωB97M-V/def2-TZVPD
Mn -0.493 0.228 0.083
S 0.067 0.735 2.277
F -0.683 -4.703 -1.300
F 0.410 -4.564 1.212
F 0.716 -3.071 -1.563
F 1.346 -2.614 1.022
F -1.366 -2.816 -2.113
F -0.235 -2.910 2.469
O -1.040 -1.477 0.173
N 2.302 -0.093 0.967
N 1.434 -0.090 -0.079
N -0.309 0.206 -1.984
N -1.514 1.900 -0.014
N 2.510 0.271 3.181
C 0.121 -0.619 -4.569
C 0.890 -0.267 -2.341
C 5.298 0.022 -2.815
C 1.133 -0.709 -3.625
C -1.658 4.080 -1.164
C -3.079 0.835 1.571
C -1.101 -0.085 -4.204
C -3.202 3.297 1.247
C 6.012 -0.977 -2.167
C 4.050 -1.574 -0.905
C -0.909 -2.852 0.209
C 0.390 5.023 -1.976
C -0.544 -3.378 -1.204
C 1.731 0.255 2.094
C -0.998 5.097 -1.828
C 3.325 -0.578 -1.557
C 5.384 -1.778 -1.221
C -1.772 6.282 -2.357
C 1.898 -0.326 -1.257
C -2.225 -3.481 0.634
C 0.462 2.957 -0.794
C -0.948 2.974 -0.640
C -1.277 0.304 -2.891
C -3.915 1.659 -0.589
C 3.955 0.213 -2.520
C 0.179 -3.243 1.239
C -2.911 1.953 0.539
C 1.135 3.956 -1.457
C 2.635 3.913 -1.611
H -2.988 -3.240 -0.105
H 5.784 0.651 -3.552
H 3.102 4.791 -1.159
H 0.909 5.824 -2.500
H -3.797 0.632 -0.940
H -3.780 3.105 2.151
H 2.912 3.907 -2.669
H -1.980 6.988 -1.549
H 2.098 -1.132 -3.869
H -4.129 0.807 1.867
H 5.938 -2.563 -0.722
H -4.926 1.758 -0.190
H -2.732 5.976 -2.781
H -2.827 -0.145 1.171
H -1.211 6.814 -3.126
H -2.134 -4.562 0.717
H -2.280 3.798 1.545
H -2.733 4.134 -1.094
H -1.913 0.016 -4.912
H 7.060 -1.133 -2.400
H -2.514 -3.067 1.596
H 2.125 0.512 4.074
H -2.484 1.019 2.466
H -3.816 2.333 -1.438
H 3.058 3.023 -1.143
H 3.561 -2.195 -0.167
H 3.480 0.017 3.104
H 3.397 0.996 -3.028
H -2.217 0.711 -2.549
H 1.033 2.178 -0.319
H 0.286 -0.967 -5.581
H -3.782 3.984 0.631
```

## Properties
Energy, a.u.: -3621.53242
<S²>: 3.928
Max |F|, eV Å⁻¹: 0.98
Charge: +1
Spin multiplicity: 4